93
Properties=species:S:1:pos:R:3:mulliken_spin:R:1 method="wB97M-V/def2-TZVPD" multiplicity=2 e_above_lowest_ev=1.488 s2=0.9360 charge=+2 e_homo_ha="-0.4771 / -0.4768" lumo_ev="-6.8 / -7.2"
Ir -0.33350 -0.89089 -0.46282 0.120
C 3.96460 -1.32817 -0.97344 0.004
As 2.16087 -1.76577 -0.27768 -0.018
C 2.12675 -3.62946 -0.87495 -0.001
C 2.41631 -2.02989 1.63706 0.007
C 3.68774 -1.97772 2.19612 0.001
C 3.88865 -2.28863 3.53064 0.000
C 2.80865 -2.62298 4.32921 0.000
C 1.52957 -2.62198 3.79490 -0.003
C 1.32076 -2.32328 2.45178 -0.005
As -0.48792 -2.37783 1.71318 0.012
C -1.67819 -2.12592 3.26563 -0.006
C -0.70335 -4.32130 1.55520 0.009
H 4.37200 -0.39578 -0.58369 0.000
H 3.88763 -1.24648 -2.05983 -0.001
H 4.64761 -2.14738 -0.73845 0.000
H 2.55727 -3.68918 -1.87500 -0.001
H 1.09949 -3.98652 -0.92122 -0.001
H 2.70387 -4.25659 -0.19021 0.000
H 4.53962 -1.70218 1.58697 0.000
H 4.88728 -2.27257 3.94272 0.000
H 2.96133 -2.88244 5.36722 0.000
H 0.69293 -2.85261 4.44203 0.000
H -1.50440 -2.91000 4.00429 0.000
H -2.71346 -2.21483 2.92914 0.000
H -1.53324 -1.14839 3.72462 0.000
H -0.44120 -4.78302 2.51002 0.002
H -0.06196 -4.73736 0.78094 0.001
H -1.73962 -4.56586 1.32126 0.000
C -2.96166 0.29129 1.07543 -0.003
C -4.29032 1.10441 1.17460 0.000
N -4.59617 1.62095 -0.13275 0.001
C -3.60521 2.57969 -0.53759 0.012
C -2.21319 1.87341 -0.53900 0.098
N -2.39839 0.45496 -0.25890 -0.081
C -3.30968 -0.12291 -1.24183 0.004
C -4.70748 0.56010 -1.09578 0.000
H -3.14937 -0.77375 1.23888 0.008
H -2.23129 0.63896 1.80918 -0.001
H -4.19146 1.93939 1.86947 0.000
H -5.11059 0.47104 1.51308 0.000
H -3.61576 3.41584 0.16201 0.000
H -3.85937 2.95521 -1.52799 -0.001
H -1.57115 2.29496 0.23335 -0.040
H -1.71525 1.98252 -1.50350 -0.056
H -3.39069 -1.19788 -1.06949 -0.005
H -2.90107 0.04319 -2.23914 -0.004
H -5.45797 -0.15303 -0.75421 0.000
H -5.03619 0.97611 -2.04828 0.000
C 1.51273 4.10109 -2.28113 0.000
Ge 0.87747 2.56357 -3.36985 -0.013
C -0.86145 2.90666 -4.25736 -0.001
C 2.26293 2.10831 -4.74863 0.064
C 0.79938 0.97861 -2.24718 0.438
H 1.65318 4.96483 -2.92380 -0.001
H 2.46490 3.87059 -1.81293 -0.001
H 0.79371 4.36386 -1.51069 0.001
H -0.69828 3.56073 -5.10904 -0.001
H -1.56690 3.39898 -3.59413 0.000
H -1.30302 1.98498 -4.62713 0.000
H 2.39596 2.95546 -5.41314 0.003
H 1.93851 1.25164 -5.33239 -0.002
H 3.21220 1.88040 -4.27293 0.001
H 1.71683 0.73037 -1.72636 0.164
H 0.25372 0.11675 -2.61855 0.183
C -1.72201 -4.26842 -2.77724 0.004
C -1.39352 -2.78467 -3.01863 -0.017
C -0.53490 -2.62242 -4.28325 0.020
O -0.77355 -2.25655 -1.92020 0.172
H -2.36510 -4.64372 -3.56677 0.000
H -2.22870 -4.37922 -1.82052 0.000
H -0.80366 -4.84992 -2.75837 0.000
H -2.35034 -2.24844 -3.18081 0.000
H 0.45333 -3.04124 -4.11516 -0.001
H -0.42701 -1.57006 -4.53500 0.001
H -1.00377 -3.13872 -5.11498 0.001
C 2.76474 1.91375 0.96678 -0.004
S 0.95464 2.12958 0.96339 -0.013
O 0.41465 0.71901 1.09814 -0.065
C 0.87528 2.83370 2.63301 0.007
C 0.55404 4.17803 2.73670 0.000
C 0.54065 4.77742 3.98460 0.000
C 0.85194 4.03332 5.11115 0.000
C 1.16917 2.68937 4.99748 0.000
C 1.17583 2.07944 3.75441 -0.001
H 3.05405 1.35502 1.85242 0.000
H 3.22107 2.89838 0.97805 0.000
H 3.05288 1.37649 0.06800 0.005
H 0.33037 4.75073 1.85008 0.000
H 0.29931 5.82339 4.07691 0.000
H 0.86007 4.50316 6.08090 0.000
H 1.42428 2.11792 5.87593 0.000
H 1.41060 1.02838 3.65504 0.000